76
Properties=species:S:1:pos:R:3:forces:R:3 method="wB97M-V/def2-TZVPD" largest_force_ev_per_a=9.963 charge=+2 e_lumo_ha="-0.364 / -0.364" homo_energy_ev="-13.5 / -13.5"
N -1.15673 0.64034 -1.33583 -5.517 3.338 -2.548
C -2.07154 1.44017 -1.89219 8.962 -0.369 -4.336
O -1.87248 2.18168 -2.89446 -3.646 -2.161 4.449
Li 0.33216 1.93845 -2.64657 -0.422 0.064 0.006
Ta 0.00000 0.00000 0.00000 0.162 -1.571 3.911
N 1.05171 1.62074 0.63367 -1.101 -1.203 -0.716
N 1.36937 -1.24812 -0.77731 -1.487 0.875 0.454
C 0.40300 2.83157 1.21608 -0.459 0.569 0.320
C 1.44655 -2.24324 -1.87726 0.055 -0.634 -0.748
C 0.41562 3.98034 0.18085 0.330 -0.093 -0.012
C 1.12184 3.27326 2.50894 0.159 -0.107 0.026
C -1.05895 2.48788 1.55628 0.164 -0.005 0.125
C 2.90758 -2.40040 -2.35390 0.104 0.124 0.168
C 0.89687 -3.60693 -1.40025 0.045 0.042 0.231
C 0.59715 -1.75090 -3.05972 0.050 0.223 0.168
H 1.43811 4.17422 -0.19151 -0.448 0.000 0.145
H 0.03792 4.91952 0.62196 0.143 -0.462 -0.184
H -0.24347 3.72857 -0.67025 0.107 0.086 0.143
H 1.18047 2.43082 3.22058 -0.039 0.348 -0.239
H 0.56154 4.09356 2.99000 0.206 -0.376 -0.258
H 2.14509 3.63665 2.31353 -0.430 -0.113 0.077
H -1.60414 2.11990 0.66678 0.068 0.192 0.398
H -1.59118 3.38565 1.91483 0.210 -0.408 -0.170
H -1.10766 1.72261 2.34864 -0.072 0.295 -0.288
H 3.33412 -1.41710 -2.62209 -0.119 -0.377 0.052
H 2.94667 -3.05070 -3.24462 -0.081 0.293 0.405
H 3.54702 -2.85794 -1.57997 -0.256 0.143 -0.334
H 1.44022 -3.96444 -0.50833 -0.223 0.076 -0.390
H 1.00356 -4.37247 -2.18906 -0.026 0.413 0.328
H -0.16968 -3.51510 -1.13993 0.281 -0.069 -0.100
H -0.43697 -1.54391 -2.73733 0.212 -0.168 -0.211
H 0.57941 -2.50693 -3.86329 -0.051 0.372 0.381
H 1.03986 -0.82507 -3.47955 -0.150 -0.299 0.080
C 2.34293 -1.42187 0.30387 0.305 -0.317 0.618
H 2.08603 -0.73914 1.14525 0.122 -0.284 -0.025
H 2.35122 -2.44654 0.72725 -0.109 0.505 -0.339
H 3.37392 -1.14919 0.00385 -0.568 -0.099 0.105
C 2.51371 1.66492 0.56215 0.849 0.075 -0.183
H 2.99673 1.54740 1.55424 -0.373 0.054 -0.464
H 2.87213 0.85202 -0.09010 -0.026 0.598 0.274
H 2.88005 2.62106 0.13272 -0.312 -0.479 0.239
O -1.58861 -0.60345 1.08108 5.712 1.987 -2.626
Si -2.95814 -1.32485 1.47776 -2.997 -1.442 1.479
C -3.93805 -0.09270 2.48128 0.048 0.008 -0.217
C -3.35106 0.52225 3.59790 -0.743 0.525 -0.017
C -4.06830 1.46611 4.34251 -0.030 -0.264 -0.379
C -5.37666 1.79697 3.97949 0.204 -0.296 -0.277
C -5.97054 1.18460 2.87330 0.407 -0.035 0.227
C -5.25583 0.24408 2.12948 0.060 0.388 0.525
C -3.98244 -1.76384 -0.02640 0.610 -0.267 0.065
C -4.40522 -3.07682 -0.28238 -0.296 0.378 -0.536
C -5.18659 -3.36091 -1.40975 0.105 0.550 -0.011
C -5.54919 -2.33408 -2.28924 0.246 -0.018 0.438
C -5.13573 -1.02573 -2.03737 0.122 -0.117 0.071
C -4.35947 -0.74227 -0.91020 -0.212 -0.682 -0.680
C -2.49846 -2.82605 2.47792 -0.007 0.082 -0.047
C -2.74723 -2.88388 3.85827 0.392 -0.622 -0.080
C -2.36698 -4.00929 4.59638 0.085 -0.004 -0.444
C -1.75475 -5.09129 3.95905 -0.150 0.410 -0.181
C -1.51220 -5.04521 2.58428 -0.085 0.357 0.020
C -1.87135 -3.91252 1.84734 0.014 -0.297 0.829
H -2.33705 0.27982 3.88856 0.093 -0.071 0.064
H -3.60880 1.94195 5.19739 -0.001 0.002 0.069
H -5.93077 2.52756 4.55462 0.021 -0.023 0.006
H -6.98492 1.43840 2.59529 -0.001 -0.011 0.006
H -5.74721 -0.21231 1.28147 0.067 -0.104 -0.016
H -4.14884 -3.88712 0.38589 0.040 0.052 0.111
H -5.51508 -4.37310 -1.60327 0.003 -0.011 0.022
H -6.15418 -2.55307 -3.15855 -0.012 0.006 0.010
H -5.42201 -0.22778 -2.71122 -0.040 -0.022 -0.011
H -4.06398 0.27753 -0.71863 -0.113 0.414 0.248
H -3.21686 -2.06016 4.37552 -0.114 0.067 -0.051
H -2.54660 -4.04154 5.66315 -0.025 -0.012 -0.022
H -1.46718 -5.96402 4.53093 -0.018 0.010 -0.022
H -1.04267 -5.88574 2.08942 -0.009 -0.015 0.014
H -1.67314 -3.89034 0.78398 -0.001 -0.015 -0.145